C40H40BF3O4 as an isolated structure. Source: OMol25; level of theory: ωB97M-V/def2-TZVPD.

Geometry as XYZ:
```
88
Properties=species:S:1:pos:R:3:lowdin_charge:R:1
C 0.284 0.967 -3.477 -0.007
C -1.216 0.770 -3.487 -0.456
C -1.833 1.426 -4.699 -0.003
C -1.601 -0.750 -3.262 -0.468
C -3.066 -1.001 -3.695 0.010
C -0.683 -1.765 -3.853 -0.004
O -1.520 -0.857 -1.819 0.124
B -2.274 0.318 -1.625 -0.710
C -3.516 0.371 -0.768 -0.072
C -4.359 1.500 -0.941 0.001
C -5.629 1.482 -0.443 -0.003
C -6.024 0.373 0.314 -0.119
C -7.414 0.379 0.858 -0.533
F -7.699 -0.747 1.580 0.108
F -7.618 1.442 1.690 0.123
F -8.337 0.464 -0.145 0.122
C -5.178 -0.700 0.585 -0.004
C -3.904 -0.690 0.071 -0.002
C -0.198 0.812 0.737 -0.112
C -0.941 2.128 0.751 -0.227
C -1.929 2.342 1.767 -0.049
C -2.304 3.659 2.140 -0.095
C -1.839 4.761 1.410 -0.108
C -1.130 4.522 0.213 -0.089
C -0.723 3.230 -0.134 -0.037
O -1.808 1.421 -2.333 0.117
H 0.733 0.535 -4.380 0.096
H 0.506 2.036 -3.453 0.093
H 0.735 0.507 -2.591 0.086
H -1.489 0.953 -5.629 0.101
H -2.927 1.375 -4.664 0.091
H -1.554 2.482 -4.715 0.097
H -3.169 -1.000 -4.779 0.097
H -3.392 -1.970 -3.312 0.106
H -3.763 -0.259 -3.277 0.094
H -0.676 -1.654 -4.944 0.101
H 0.338 -1.650 -3.472 0.092
H -1.039 -2.767 -3.603 0.100
H -3.985 2.382 -1.501 0.140
H -6.321 2.298 -0.659 0.133
H -5.536 -1.555 1.169 0.127
H -3.204 -1.520 0.303 0.137
H -0.965 -0.033 0.856 0.142
H 0.277 0.685 -0.318 0.137
H -2.327 1.507 2.364 0.119
H -2.887 3.836 3.110 0.123
H -2.086 5.788 1.722 0.102
H -0.785 5.426 -0.395 0.124
H -0.165 3.082 -1.084 0.117
C 5.431 5.059 0.785 -0.072
O 4.080 5.059 1.287 -0.101
C 3.496 3.869 1.559 -0.295
C 2.194 3.955 2.137 0.041
C 1.459 2.736 2.341 0.000
C 1.937 1.539 1.780 -0.183
C 0.960 0.431 1.758 -0.208
C 1.432 -0.997 1.570 -0.177
C 1.106 -1.987 2.496 -0.010
C 1.431 -3.311 2.233 0.013
C 2.140 -3.629 1.062 -0.261
O 2.261 -4.986 0.732 -0.017
C 3.337 -5.713 1.272 -0.244
C 3.063 -6.892 1.984 -0.010
C 4.126 -7.537 2.627 -0.092
C 5.434 -7.071 2.481 -0.107
C 5.696 -5.928 1.718 -0.078
C 4.639 -5.224 1.105 -0.006
C 2.595 -2.632 0.217 0.008
C 2.283 -1.280 0.505 -0.023
C 3.300 1.443 1.460 -0.022
C 4.051 2.614 1.291 -0.026
H 5.696 6.113 0.724 0.087
H 6.106 4.521 1.484 0.098
H 5.475 4.585 -0.218 0.097
H 1.769 4.903 2.338 0.098
H 0.528 2.846 2.850 0.103
H 0.066 0.559 2.287 0.101
H 0.560 -1.764 3.420 0.124
H 1.098 -4.124 2.863 0.119
H 2.025 -7.254 2.063 0.123
H 3.920 -8.429 3.238 0.108
H 6.272 -7.608 2.955 0.105
H 6.708 -5.552 1.577 0.101
H 4.801 -4.317 0.521 0.110
H 3.137 -2.875 -0.698 0.121
H 2.647 -0.511 -0.149 0.106
H 3.814 0.498 1.290 0.105
H 5.067 2.552 0.877 0.103
```

Properties
Lowest unoccupied orbital energy ... 0.0066 hartree
Relative energy (zero: lowest compared OMol25 entry of this formula, charge and spin) ... 0.0 kcal/mol
DFT total energy ... -59148.1779 eV
Strongest force on any atom ... 5.7 eV Å⁻¹
Frontier orbital gap ... 0.295 hartree

---

C40H40BaF5N4OPTe as an isolated structure. Source: OMol25; level of theory: ωB97M-V/def2-TZVPD.

Geometry as XYZ:
```
93
Properties=species:S:1:pos:R:3:lowdin_charge:R:1
Ba 0.021 -0.865 0.582 1.878
C 2.503 2.250 0.958 -0.164
C 2.007 2.620 -0.446 -0.104
C 0.574 3.067 -0.402 -0.296
C 0.250 4.418 -0.328 -0.019
C -1.076 4.789 -0.198 -0.060
C -2.040 3.795 -0.145 -0.055
C -1.629 2.476 -0.238 -0.152
N -0.353 2.109 -0.365 0.077
N 2.333 0.825 1.275 -0.228
C 2.322 0.629 2.720 -0.150
C 1.082 1.164 3.405 -0.293
C 1.135 1.417 4.771 -0.010
C -0.013 1.838 5.416 -0.049
C -1.173 2.008 4.676 -0.050
C -1.127 1.739 3.320 -0.118
N -0.029 1.323 2.689 0.049
C 3.433 0.090 0.649 -0.140
C 3.459 -1.425 0.738 -0.281
C 4.665 -2.046 1.036 -0.009
C 4.780 -3.420 0.896 -0.040
C 3.688 -4.140 0.447 -0.041
C 2.511 -3.455 0.206 -0.161
N 2.389 -2.135 0.362 -0.047
H 1.938 2.825 1.692 0.123
H 3.562 2.523 1.080 0.127
H 2.090 1.760 -1.113 0.093
H 2.632 3.412 -0.862 0.122
H 1.034 5.163 -0.377 0.114
H -1.353 5.834 -0.141 0.108
H -3.091 4.031 -0.048 0.106
H -2.353 1.668 -0.223 0.086
H 3.208 1.089 3.187 0.138
H 2.380 -0.444 2.927 0.119
H 2.061 1.275 5.313 0.119
H -0.004 2.034 6.481 0.111
H -2.094 2.337 5.135 0.106
H -2.010 1.863 2.702 0.110
H 4.405 0.431 1.039 0.128
H 3.426 0.319 -0.421 0.115
H 5.512 -1.453 1.355 0.116
H 5.714 -3.916 1.125 0.114
H 3.730 -5.210 0.303 0.115
H 1.628 -3.980 -0.141 0.115
C 1.595 -1.461 -6.421 -0.045
C 0.337 -0.640 -6.549 -0.253
C -0.127 -0.421 -7.847 -0.061
C -1.294 0.273 -8.113 -0.090
C -2.038 0.776 -7.060 -0.093
C -1.584 0.592 -5.767 -0.117
C -0.405 -0.105 -5.475 -0.305
P -0.143 -0.146 -3.641 1.123
C 1.671 -0.319 -3.373 -0.323
C 2.253 -1.473 -2.851 -0.102
C 3.624 -1.565 -2.649 -0.098
C 4.435 -0.479 -2.936 -0.092
C 3.861 0.696 -3.406 -0.063
C 2.493 0.796 -3.630 -0.310
C 1.918 2.077 -4.170 -0.064
C -0.860 -1.747 -3.170 -0.350
C -0.582 -2.907 -3.906 -0.128
C -1.147 -4.127 -3.606 -0.117
C -2.052 -4.188 -2.536 -0.105
C -2.377 -3.065 -1.821 -0.082
C -1.820 -1.779 -2.103 -0.411
C -2.179 -0.663 -1.301 -0.298
H 1.788 -1.978 -7.361 0.077
H 1.528 -2.206 -5.634 0.051
H 2.464 -0.841 -6.199 0.083
H 0.443 -0.833 -8.672 0.105
H -1.622 0.409 -9.136 0.100
H -2.960 1.315 -7.242 0.100
H -2.154 1.004 -4.941 0.092
H 1.620 -2.328 -2.643 0.093
H 4.054 -2.484 -2.270 0.102
H 5.506 -0.540 -2.788 0.102
H 4.492 1.552 -3.620 0.108
H 2.680 2.855 -4.217 0.077
H 1.089 2.426 -3.547 0.064
H 1.511 1.936 -5.174 0.079
H 0.097 -2.838 -4.752 0.076
H -0.914 -5.007 -4.191 0.087
H -2.520 -5.132 -2.280 0.098
H -3.097 -3.136 -1.013 0.106
H -3.123 -0.766 -0.764 0.025
H -2.023 0.316 -1.737 -0.033
F 0.291 -5.098 2.530 -0.335
Te 0.020 -3.299 2.868 1.759
F -1.807 -3.628 2.974 -0.357
F -0.390 -3.301 0.964 -0.547
F 1.892 -3.300 3.006 -0.356
F -0.017 -3.621 4.692 -0.353
O -0.016 -1.515 2.824 -0.838
```

Properties
Lowest unoccupied orbital energy ... -0.0178 hartree
Relative energy (zero: lowest compared OMol25 entry of this formula, charge and spin) ... 88.6 kcal/mol
DFT total energy ... -81002.9449 eV
Strongest force on any atom ... 4.3 eV Å⁻¹
Frontier orbital gap ... 0.187 hartree

---

C40H40BrF3N4O2SiZn as an isolated structure. Source: OMol25; level of theory: ωB97M-V/def2-TZVPD.

Geometry as XYZ:
```
92
Properties=species:S:1:pos:R:3:nbo_charge:R:1
Zn 0.054 1.031 0.565 1.605
C 4.936 1.205 1.325 -0.262
C 3.572 1.417 1.199 0.049
N 2.852 0.873 0.222 -0.423
C 3.453 0.069 -0.633 0.144
C 4.818 -0.242 -0.584 -0.150
C 5.569 0.380 0.408 -0.172
C 5.428 -1.081 -1.618 -0.113
C 5.038 -2.294 -2.043 -0.238
C 4.156 -3.269 -1.391 0.195
C 3.825 -4.445 -2.068 -0.290
C 3.200 -5.441 -1.343 0.069
N 2.887 -5.310 -0.062 -0.456
C 3.149 -4.116 0.472 0.277
N 3.786 -3.111 -0.115 -0.441
H 5.492 1.681 2.123 0.204
H 3.029 2.050 1.892 0.217
H 2.831 -0.349 -1.416 0.204
H 6.635 0.189 0.482 0.195
H 6.275 -0.632 -2.130 0.195
H 5.522 -2.681 -2.934 0.196
H 4.087 -4.577 -3.110 0.207
H 2.952 -6.394 -1.802 0.180
H 2.821 -3.959 1.496 0.206
C -0.569 5.968 -0.934 -1.106
Si -0.932 4.089 -0.705 1.661
C -1.449 3.501 -2.435 -1.116
C -2.467 4.077 0.413 -1.121
C 0.450 3.086 -0.028 -1.590
H -1.398 6.485 -1.430 0.203
H 0.332 6.131 -1.534 0.212
H -0.411 6.452 0.035 0.210
H -2.296 4.066 -2.835 0.209
H -1.737 2.447 -2.387 0.244
H -0.621 3.592 -3.143 0.221
H -3.316 4.602 -0.036 0.207
H -2.252 4.540 1.381 0.213
H -2.760 3.042 0.598 0.255
H 0.816 3.525 0.910 0.213
H 1.295 3.069 -0.728 0.217
F -9.220 -1.524 0.130 -0.346
C -8.774 -0.352 -0.406 0.972
F -9.498 0.623 0.189 -0.337
F -9.173 -0.383 -1.706 -0.343
C -7.309 -0.172 -0.258 -0.176
C -6.445 -1.011 -0.961 -0.189
C -5.080 -0.876 -0.825 -0.212
C -4.528 0.111 0.012 -0.019
C -5.419 0.940 0.719 -0.214
C -6.786 0.804 0.585 -0.192
C -3.132 0.303 0.140 -0.346
C -1.944 0.572 0.259 -0.376
H -6.858 -1.763 -1.623 0.207
H -4.409 -1.533 -1.362 0.228
H -5.005 1.700 1.369 0.226
H -7.455 1.461 1.124 0.211
C -0.445 -2.394 2.356 -0.428
N 0.918 -2.523 2.859 -0.448
C 0.931 -2.961 4.234 -0.407
C 1.732 -1.326 2.573 -0.286
C 1.296 -0.055 3.280 0.012
C 1.633 0.107 4.627 -0.267
C 1.158 1.182 5.364 -0.272
C 0.361 2.126 4.731 -0.251
C 0.079 1.989 3.377 -0.256
C 0.525 0.909 2.602 -0.555
H -0.966 -3.345 2.501 0.173
H -0.421 -2.176 1.291 0.250
H -1.018 -1.604 2.865 0.173
H 0.419 -3.925 4.297 0.181
H 0.431 -2.269 4.931 0.166
H 1.963 -3.100 4.572 0.177
H 1.667 -1.168 1.496 0.242
H 2.773 -1.572 2.824 0.173
H 2.283 -0.617 5.113 0.181
H 1.395 1.275 6.419 0.182
H -0.014 2.980 5.290 0.183
H -0.517 2.763 2.896 0.196
Br 1.419 2.128 -5.307 -0.002
C 0.825 0.399 -4.735 -0.092
C 0.526 -0.535 -5.711 -0.266
C 0.116 -1.802 -5.313 -0.225
C 0.024 -2.109 -3.964 -0.190
C 0.323 -1.155 -3.000 -0.125
C 0.719 0.123 -3.385 -0.170
C 0.235 -1.535 -1.507 0.781
O -0.085 -2.705 -1.262 -0.720
O 0.567 -0.624 -0.709 -0.826
H 0.606 -0.283 -6.759 0.209
H -0.128 -2.539 -6.070 0.196
H -0.275 -3.088 -3.612 0.239
H 0.931 0.864 -2.624 0.252
```

Properties
Lowest unoccupied orbital energy ... 0.1438 hartree
DFT total energy ... -186676.3255 eV
Net charge ... -2
Strongest force on any atom ... 0.7 eV Å⁻¹
Frontier orbital gap ... 0.212 hartree

---

no.,highest occupied orbital energy (eV)
1,-7.86
2,-5.56
3,-1.87